Entry 1:
67
Properties=species:S:1:pos:R:3:forces:R:3 method="wB97M-V/def2-TZVPD" e_homo_ev=-7.80 orbital_gap_ha=0.289 relative_energy_kcal_mol=223.5 lumo_energy_ev=0.046 total_charge=0
O 1.254 2.295 2.162 -1.200 12.340 -2.764
O -2.955 0.120 -2.237 -0.827 -1.136 -0.205
O 2.283 4.732 -2.095 -0.419 -1.032 0.140
O 0.803 -1.780 -0.999 -1.077 -2.302 -0.608
O -2.647 -1.823 1.685 1.135 -0.636 -1.569
O 2.615 -5.087 3.405 -0.977 -0.053 -0.387
O 1.080 0.436 2.489 -1.600 -13.752 5.705
N 1.743 -1.733 -3.018 -0.324 -2.775 -4.608
N 2.243 -0.225 -1.673 3.033 2.894 2.207
N 0.689 0.191 0.331 0.072 2.836 -1.241
N 0.152 -1.392 1.608 -1.260 -2.451 2.914
C -1.762 2.033 -2.017 0.982 0.388 -0.149
C -0.097 2.566 1.784 0.800 1.695 1.380
C -2.156 -2.309 0.375 -0.842 -1.625 0.644
C 0.621 -0.198 1.577 1.262 0.407 -2.735
C 2.219 3.098 -0.309 -0.176 0.564 -1.700
C 1.667 2.350 -2.701 -1.476 0.824 0.997
C 1.427 -4.770 2.647 0.063 1.271 0.863
C -2.033 0.701 -1.354 0.599 0.814 0.559
C -2.624 0.767 0.076 -0.839 1.022 -2.054
C -0.332 3.759 0.868 0.084 -0.134 -1.911
C 1.564 3.533 -1.649 1.986 -0.613 -1.004
C -3.069 -3.469 -0.084 -0.412 0.476 -0.242
C 0.598 -3.633 3.299 1.106 -0.649 -0.205
C 1.533 -1.276 -1.843 -0.849 -1.563 1.101
H 1.112 1.071 0.073 -0.626 -0.704 0.157
H 1.088 -2.673 3.134 0.367 -0.589 0.273
H 2.268 4.709 -3.054 -0.011 0.192 -0.109
H -2.874 -0.258 0.349 0.104 1.062 0.684
H 1.135 -2.449 -3.388 0.375 0.129 -0.209
H -0.863 2.536 -1.664 -0.459 0.147 0.586
H -1.386 3.754 0.590 -0.288 -0.025 0.038
H -1.156 -2.737 0.458 -0.866 -0.538 0.492
H -1.135 0.085 -1.302 0.102 0.022 -0.419
H -3.598 -1.751 1.576 -0.202 -0.008 0.135
H -3.413 -4.035 0.781 0.395 -0.105 0.117
H 3.250 2.795 -0.492 0.103 0.013 -0.110
H 2.808 -6.007 3.212 0.224 -0.035 0.088
H 0.453 -3.709 4.377 -0.324 -0.497 -0.139
H 0.907 2.415 -3.480 0.447 0.747 -0.647
H -0.015 -1.683 2.561 -0.535 -0.454 -0.847
H 2.481 -1.291 -3.546 -0.564 -0.758 -0.488
H 2.859 0.034 -2.431 0.081 0.343 0.829
H -3.995 -3.146 -0.559 -0.050 0.416 -0.091
H -2.654 2.659 -1.997 0.119 0.159 0.308
H -2.625 -4.156 -0.805 0.339 0.114 0.115
H -3.528 1.332 -0.151 -0.651 -0.083 0.387
H -0.314 -3.643 2.703 -0.394 0.175 0.524
H 0.383 -0.535 -0.301 0.217 0.810 -0.370
H 1.286 1.437 -2.244 0.326 0.478 0.301
H -1.520 1.908 -3.073 -0.260 -0.471 -0.163
H 1.674 2.261 0.127 0.684 1.322 0.111
H -0.081 -1.907 0.771 0.533 0.471 0.934
H 2.678 2.169 -3.066 -0.020 0.253 -0.080
H -0.718 2.938 2.599 0.045 -0.725 1.116
H -0.131 4.789 1.161 0.273 -0.265 0.942
H 2.480 -0.086 -0.701 0.432 0.733 -0.233
H 1.721 -4.353 1.684 0.069 -0.342 -0.342
H 0.752 -5.613 2.499 0.314 -0.328 0.079
H -2.117 1.428 0.779 0.156 -0.848 -0.032
H 0.208 3.671 -0.075 -0.819 0.014 0.908
H -1.981 -1.511 -0.346 -0.537 -0.215 -0.053
H -0.615 1.695 1.383 0.361 0.270 0.053
H 0.522 3.827 -1.521 0.303 -0.152 -0.408
H 2.217 3.960 0.359 0.028 -0.443 0.219
H 1.330 1.372 2.413 1.541 3.058 0.305
H -3.705 -0.185 -1.722 -0.175 -0.156 -0.089

Entry 2:
98
Properties=species:S:1:pos:R:3:forces:R:3 method="wB97M-V/def2-TZVPD" e_homo_ev=-2.59 orbital_gap_ha=0.133 relative_energy_kcal_mol=0.0 lumo_energy_ev=1.038 total_charge=-1
P 6.967 4.240 4.355 0.204 -0.693 -0.806
O -5.104 -9.091 -5.416 0.109 -0.180 0.288
O 5.801 3.996 8.960 0.190 0.116 0.370
O -10.822 -4.137 -8.389 -0.028 0.213 -0.005
O -4.987 -8.839 -3.198 -0.058 -0.205 -0.306
O 1.205 5.577 3.163 -0.188 -0.451 -0.057
O -0.832 -3.648 -3.851 -0.196 -0.087 0.078
O 7.325 4.568 10.500 -0.063 -0.142 -0.014
O 1.891 4.378 -1.881 0.077 0.068 0.137
O 1.051 -2.033 0.630 -0.156 -0.155 -0.234
O 2.913 -0.873 1.137 -0.398 -0.096 -0.023
O -2.585 -4.944 -4.411 -0.107 -0.135 -0.143
O 3.244 5.198 -0.301 -0.303 0.050 -0.205
O 1.572 6.470 -1.105 -0.117 -0.053 -0.009
O -7.228 -3.371 -4.818 0.083 -0.219 -0.121
O -5.523 -10.846 -4.069 -0.034 -0.103 0.016
O -9.787 -2.331 -7.541 -0.273 0.231 -0.096
O -6.505 -5.448 -4.336 -0.240 0.315 0.192
O -2.425 -4.071 -2.343 0.117 0.008 -0.254
O 6.656 6.079 8.972 -0.030 0.122 0.108
O -6.669 -4.764 -6.471 0.076 0.067 0.220
O 2.268 3.693 3.796 0.031 -0.166 0.037
O -11.811 -2.138 -8.507 0.140 -0.191 0.048
O 0.609 3.604 2.283 0.059 0.059 -0.053
O 0.992 -0.390 2.167 0.112 -0.246 -0.296
O 5.288 1.724 4.204 -0.489 0.823 0.011
N 4.633 3.372 5.964 0.413 -0.613 -0.540
C 2.180 5.445 -1.096 0.095 0.208 0.056
C -12.159 -4.377 -8.831 -0.254 -0.476 -0.061
C 2.969 3.446 -1.746 0.105 -0.389 -0.235
C -1.360 -3.430 -1.634 0.083 0.088 0.570
C -2.003 -4.284 -3.611 -0.048 -0.018 0.018
C 0.314 5.862 2.083 -0.019 0.553 -0.262
C 3.553 3.808 -0.405 0.383 -0.352 0.281
C 3.139 0.341 1.866 0.617 0.324 0.170
C 6.818 3.295 10.888 0.126 -0.162 0.385
C -12.590 -3.019 -9.316 -0.388 0.123 -0.313
C -7.297 -3.635 -7.091 0.116 -0.062 -0.438
C -6.776 -4.607 -5.133 0.061 0.051 0.110
C -4.453 -7.638 -3.769 0.293 0.450 0.314
C 1.601 -1.178 1.254 0.044 0.127 0.156
C 8.372 2.916 4.259 1.651 0.061 -0.020
C -10.719 -2.821 -8.093 0.006 0.141 0.054
C 6.180 2.793 9.620 -0.175 -0.507 -0.255
C 6.599 4.989 9.429 -0.047 0.281 -0.398
C -0.574 -2.785 -2.740 0.407 0.388 0.067
C 1.442 4.242 3.150 0.293 0.289 0.195
C 9.602 3.242 5.202 -0.505 -0.325 -0.943
C -7.217 -2.588 -6.015 0.007 0.513 -0.034
C 2.013 0.346 2.859 0.004 0.395 0.495
C -5.232 -9.700 -4.214 -0.006 -0.033 0.006
C -4.977 -7.681 -5.174 0.141 0.153 -0.506
C -0.375 4.544 1.859 -0.469 -0.064 -0.248
B 5.561 2.986 4.842 -0.938 -0.472 1.025
H -12.178 -5.131 -9.616 0.213 0.000 0.069
H 6.663 3.937 2.920 -0.135 0.004 -0.521
H 2.268 -0.178 3.782 0.005 -0.027 -0.078
H -6.768 -3.347 -7.998 0.121 -0.175 0.076
H -12.753 -4.729 -7.985 0.046 0.050 -0.001
H -0.934 -1.781 -2.981 -0.037 -0.063 -0.012
H 0.901 6.181 1.220 -0.033 -0.005 0.040
H 10.220 3.997 4.686 -0.181 -0.188 0.369
H -12.339 -2.849 -10.366 0.040 -0.007 0.053
H 7.264 4.477 5.776 0.099 0.321 0.495
H -13.654 -2.839 -9.173 0.098 0.160 0.117
H -8.055 -1.900 -6.037 -0.056 -0.112 0.176
H 4.117 0.336 2.344 -0.015 -0.044 -0.095
H 2.602 2.421 -1.782 -0.176 0.118 -0.043
H 4.627 3.644 -0.352 -0.025 0.215 0.112
H -3.361 -7.681 -3.727 -0.053 -0.049 -0.025
H -1.269 4.427 2.478 0.059 -0.017 0.023
H -6.286 -2.017 -6.054 0.016 -0.108 0.030
H -1.746 -2.708 -0.918 -0.146 -0.118 -0.050
H 3.674 3.601 -2.566 -0.035 0.049 0.042
H 3.089 1.183 1.171 -0.051 -0.071 0.015
H 6.881 2.248 8.984 0.002 0.060 0.011
H -0.783 -4.187 -1.098 -0.020 0.028 -0.044
H 8.788 2.973 3.225 -0.428 -0.140 0.457
H -0.644 4.381 0.816 0.133 -0.136 0.034
H 7.620 2.649 11.240 0.090 0.170 -0.030
H 8.042 1.864 4.407 -0.050 0.445 0.096
H 5.311 2.165 9.808 -0.081 0.148 -0.148
H -8.316 -3.899 -7.346 0.005 -0.061 0.088
H 3.938 4.012 5.589 -0.222 -0.143 0.193
H -4.295 -7.222 -5.888 0.012 -0.203 -0.035
H -4.793 -6.764 -3.223 -0.083 -0.130 0.074
H 5.950 5.309 4.344 -0.253 0.142 0.257
H -0.382 6.655 2.350 0.151 0.004 0.183
H 3.072 3.277 0.420 -0.013 0.082 -0.023
H 10.226 2.332 5.315 -0.184 0.512 0.292
H 5.165 3.885 6.666 -0.081 0.343 -0.366
H 7.933 5.239 3.892 0.429 0.215 0.069
H 9.283 3.665 6.169 0.152 -0.343 -0.213
H 0.492 -2.736 -2.524 -0.023 -0.112 -0.141
H -5.950 -7.221 -5.271 -0.060 -0.099 0.036
H 6.093 3.435 11.695 -0.008 0.007 -0.043
H 5.864 1.058 4.568 0.377 -0.220 -0.009
H 1.674 1.350 3.105 -0.110 -0.124 -0.061

Entry 3:
14
Properties=species:S:1:pos:R:3:forces:R:3 method="wB97M-V/def2-TZVPD" e_homo_ev=-9.10 orbital_gap_ha=0.351 relative_energy_kcal_mol=113.1 lumo_energy_ev=0.435 total_charge=0
O 1.790 0.263 0.454 0.249 -0.067 0.247
O -0.539 -0.542 1.144 0.128 0.213 0.219
C -0.532 -1.614 0.279 -0.141 0.183 -0.492
C 0.803 1.203 0.128 -0.158 0.491 0.050
C -0.901 -0.158 -1.078 0.030 -0.776 0.104
C -0.578 0.528 0.207 0.459 0.507 0.121
H -0.731 -2.529 0.888 -0.899 0.435 -1.000
H 0.383 -1.769 -0.285 0.165 0.005 0.171
H -1.364 1.204 0.548 0.111 0.087 -0.104
H 0.823 2.083 0.778 0.207 -0.036 0.139
H -1.494 0.518 -1.746 -0.582 -1.331 0.535
H -0.048 -0.465 -1.667 0.284 0.179 0.027
H 1.008 1.538 -0.894 -0.128 0.037 0.143
H 1.429 -0.220 1.216 0.277 0.075 -0.158

Entry 4:
45
Properties=species:S:1:pos:R:3:forces:R:3 method="wB97M-V/def2-TZVPD" e_homo_ev="-5.02 / -5.01" orbital_gap_ha="0.182 / 0.182" s2=0.75 multiplicity=2 relative_energy_kcal_mol=0.0 lumo_energy_ev="-0.065 / -0.062" total_charge=-1
Se 2.389 3.790 2.171 0.470 -1.192 -0.567
Cu -0.017 0.079 0.021 -0.182 0.343 -0.975
O -0.804 0.985 1.669 -0.060 -0.258 0.438
O -0.006 6.123 -3.296 1.052 1.051 -0.166
O 0.133 -1.610 0.939 -0.132 -0.280 0.330
O -3.443 0.838 -1.578 -0.296 0.263 -0.148
O -1.686 -0.340 -0.913 0.539 -0.805 0.616
O -2.137 5.474 -3.608 -1.166 0.323 -0.450
N -0.040 1.614 -1.234 0.208 -0.487 0.300
N 1.511 2.484 1.389 -0.380 0.077 0.005
N 3.957 2.967 2.008 0.473 0.112 0.133
N 2.001 0.405 0.430 0.147 -1.554 -0.110
C -0.735 -1.352 4.475 0.017 0.024 0.069
C -1.064 -0.494 5.482 0.079 -0.457 0.195
C 4.275 -0.338 0.503 1.328 0.961 0.468
C 4.714 0.843 1.071 0.151 -1.167 -0.408
C -1.131 1.326 3.925 -0.009 0.218 0.249
C -0.001 -3.309 2.528 0.017 0.170 -0.252
C 3.749 1.801 1.405 -1.007 0.968 0.313
C -1.655 3.072 -2.188 0.002 -0.522 0.401
C -2.260 0.722 -1.328 -0.208 0.383 -0.284
C -0.986 5.398 -3.207 0.201 -1.882 1.006
C -1.293 1.876 -1.576 -0.864 0.369 -0.403
C -0.160 -1.851 2.131 0.184 -0.698 0.046
C -0.675 4.018 -2.426 -0.113 0.959 -0.721
C -0.826 0.466 2.818 -0.090 0.093 -0.180
C -1.239 0.873 5.201 0.027 0.125 -0.207
C -0.573 -0.925 3.130 -0.070 0.554 -0.179
C 2.925 -0.518 0.210 -1.508 0.853 -0.026
C 0.908 2.493 -1.495 0.344 0.985 -0.556
C 2.366 1.530 1.064 0.666 1.213 0.676
C 0.633 3.717 -2.085 0.231 -0.546 0.330
H 5.755 1.048 1.261 0.132 -0.085 0.056
H -0.939 -3.692 2.921 -0.032 -0.110 0.116
H 0.278 -3.875 1.645 -0.001 -0.010 -0.046
H -1.449 1.556 6.013 -0.079 0.098 0.000
H 4.977 -1.114 0.238 0.037 -0.039 0.022
H 2.564 -1.430 -0.243 0.007 -0.115 -0.066
H -1.175 -0.860 6.493 0.019 -0.025 0.040
H 0.777 -3.409 3.280 0.014 -0.094 0.129
H -1.261 2.368 3.672 -0.072 0.115 0.006
H 1.927 2.217 -1.264 0.021 -0.030 0.046
H 1.424 4.429 -2.274 -0.070 0.070 -0.130
H -2.687 3.243 -2.454 0.006 0.056 -0.092
H -0.572 -2.391 4.725 -0.031 -0.026 -0.022